[1]
Entry from the Open Molecules 2025 dataset: a 2-piece molecular cluster, C4H7NO overall at a distorted geometry (ωB97M-V/def2-TZVPD).

The geometry in XYZ format:
```
13
Properties=species:S:1:pos:R:3:nbo_charge:R:1
C -3.550 0.065 -0.579 0.4909
C -0.465 0.816 -0.113 0.1653
C 1.656 -0.700 0.168 -0.6168
C 1.052 0.689 -0.033 -0.4998
N -1.305 -0.153 -0.143 -0.6206
O -4.233 -0.357 0.230 -0.5472
H -0.859 1.826 0.222 0.1786
H 2.055 -1.006 1.097 0.2187
H 2.667 -0.855 -0.465 0.2063
H 1.051 -1.530 -0.059 0.2038
H 1.561 1.045 -0.997 0.2374
H 1.391 1.280 0.873 0.2293
H -1.020 -1.120 -0.201 0.3541
```

E_HOMO = -9.308 eV
Relative energy (zero: lowest compared OMol25 entry of this formula, charge and spin) = 61.8 kcal per mole
LUMO energy = 0.947 eV
Kohn-Sham gap = 10.25 eV

---

[2]
Entry from the Open Molecules 2025 dataset: one molecule with the formula C4H7NO (ωB97M-V/def2-TZVPD).

The geometry in XYZ format:
```
13
Properties=species:S:1:pos:R:3:nbo_charge:R:1
C -1.602 -0.192 0.325 -0.3859
C 0.625 -0.552 -0.106 -0.2380
C 0.549 0.085 -1.376 -0.1919
N -0.443 0.509 -0.282 -0.4355
C 1.516 -0.256 0.948 0.3197
O 2.731 -0.364 0.895 -0.5984
H -2.256 0.550 0.777 0.1966
H -2.093 -0.814 -0.425 0.2196
H -1.227 -0.869 1.110 0.2275
H 1.302 0.857 -1.574 0.1991
H 0.105 -0.364 -2.262 0.2054
H -0.235 1.467 0.026 0.3978
H 0.997 0.018 1.911 0.0840
```

E_HOMO = -7.746 eV
Relative energy (zero: lowest compared OMol25 entry of this formula, charge and spin) = 111.8 kcal per mole
LUMO energy = 0.561 eV
Kohn-Sham gap = 8.31 eV
SMILES string = C[N@@H+]1C/C1=C\[O-]

---

[3]
Entry from the Open Molecules 2025 dataset: a 2-piece molecular cluster, C4H7NO overall at a distorted geometry (ωB97M-V/def2-TZVPD).

The geometry in XYZ format:
```
13
Properties=species:S:1:pos:R:3:nbo_charge:R:1
O 2.258 -1.196 1.163 -0.9358
C 0.918 0.741 -0.250 -0.3494
C -0.123 -0.011 -0.596 -0.2182
C -1.400 -0.063 0.212 -0.5449
C -2.418 0.749 -0.465 0.2852
N -3.173 1.409 -1.041 -0.3169
H 2.910 -1.188 0.452 0.4646
H 1.817 0.791 -0.857 0.2084
H 0.929 1.313 0.674 0.2086
H 1.416 -1.214 0.690 0.4741
H -0.116 -0.578 -1.525 0.2144
H -1.238 0.333 1.222 0.2549
H -1.780 -1.086 0.321 0.2551
```

E_HOMO = -10.548 eV
Relative energy (zero: lowest compared OMol25 entry of this formula, charge and spin) = 42.0 kcal per mole
LUMO energy = 0.669 eV
Kohn-Sham gap = 11.22 eV
SMILES string = C=CCC#N.O

---

[4]
Entry from the Open Molecules 2025 dataset: one molecule with the formula C4H7NO (ωB97M-V/def2-TZVPD).

The geometry in XYZ format:
```
13
Properties=species:S:1:pos:R:3:nbo_charge:R:1
C -1.223 0.036 -1.169 -0.4152
N -0.810 -0.481 0.121 -0.3841
C 0.407 -1.196 0.317 -0.2206
C 0.159 0.120 1.010 -0.1871
C 1.155 1.176 0.674 0.4118
O 1.575 1.952 1.501 -0.5131
H -1.371 -0.821 -1.831 0.2060
H -0.536 0.741 -1.655 0.1756
H -2.189 0.536 -1.050 0.2092
H 0.363 -2.122 0.890 0.2078
H 1.153 -1.195 -0.484 0.1853
H -0.155 0.160 2.050 0.2188
H 1.561 1.161 -0.360 0.1056
```

E_HOMO = -9.324 eV
Relative energy (zero: lowest compared OMol25 entry of this formula, charge and spin) = 57.7 kcal per mole
LUMO energy = 0.978 eV
Kohn-Sham gap = 10.30 eV
SMILES string = CN1C[C@H]1C=O

---

[5]
Entry from the Open Molecules 2025 dataset: one molecule with the formula C4H7NO (ωB97M-V/def2-TZVPD).

The geometry in XYZ format:
```
13
Properties=species:S:1:pos:R:3:nbo_charge:R:1
N 1.208 0.765 0.327 -0.8227
C 1.182 -0.390 -0.589 0.5616
O 2.227 -0.805 -1.077 -0.6364
C -0.134 -0.860 -0.756 -0.3813
C -1.339 -0.039 -0.397 -0.5198
C -0.885 0.295 0.943 -0.0772
H 1.662 0.483 1.192 0.3824
H 1.803 1.494 -0.075 0.3854
H -0.275 -1.850 -1.180 0.2199
H -1.578 0.818 -1.035 0.2221
H -2.205 -0.708 -0.355 0.2585
H -0.840 -0.507 1.672 0.2044
H -0.827 1.304 1.331 0.2031
```

E_HOMO (alpha / beta) = -7.583 / -7.584 eV
Relative energy (zero: lowest compared OMol25 entry of this formula, charge and spin) = 93.7 kcal per mole
LUMO energy (alpha / beta) = -0.381 / -0.379 eV
Kohn-Sham gap (alpha / beta) = 7.20 / 7.21 eV

---

[6]
Entry from the Open Molecules 2025 dataset: one molecule with the formula C4H7NO (ωB97M-V/def2-TZVPD).

The geometry in XYZ format:
```
13
Properties=species:S:1:pos:R:3:nbo_charge:R:1
O 0.565 -2.328 -1.474 -0.5091
C -0.044 -1.379 -1.139 0.7276
C -0.922 -0.391 -1.022 -0.5692
C -0.847 0.761 -0.054 -0.4044
C 0.548 0.831 0.566 -0.2137
N 0.963 -0.540 0.812 -0.8133
H -1.728 -0.435 -1.745 0.2547
H 0.400 -0.969 1.534 0.3659
H -1.066 1.695 -0.584 0.2165
H -1.608 0.667 0.738 0.1959
H 1.253 1.271 -0.148 0.1945
H 0.541 1.462 1.469 0.1767
H 1.944 -0.645 1.047 0.3779
```

E_HOMO = -8.213 eV
Relative energy (zero: lowest compared OMol25 entry of this formula, charge and spin) = 37.9 kcal per mole
LUMO energy = 0.895 eV
Kohn-Sham gap = 9.11 eV
SMILES string = NCCC=C=O

---

[7]
Entry from the Open Molecules 2025 dataset: one molecule with the formula C4H7NO (ωB97M-V/def2-TZVPD).

The geometry in XYZ format:
```
13
Properties=species:S:1:pos:R:3:nbo_charge:R:1
O -1.731 1.169 1.768 -0.4687
C -1.350 1.154 0.636 0.5496
N -0.701 -0.013 0.057 -0.4754
C 0.408 -0.781 0.779 -0.2001
C 0.806 -1.253 -0.610 -0.6407
C 0.284 0.083 -1.098 -0.2166
H -1.477 1.976 -0.088 0.1402
H 1.007 0.024 1.267 0.1497
H 0.021 -1.454 1.551 0.2024
H 1.863 -1.468 -0.782 0.1812
H -1.347 -0.766 -0.226 0.4441
H -0.198 0.211 -2.075 0.1943
H 0.859 1.012 -0.853 0.1399
```

E_HOMO = -6.602 eV
Relative energy (zero: lowest compared OMol25 entry of this formula, charge and spin) = 120.5 kcal per mole
LUMO energy = 0.065 eV
Kohn-Sham gap = 6.67 eV

---

[8]
Entry from the Open Molecules 2025 dataset: one molecule with the formula C4H7NO at a distorted geometry (ωB97M-V/def2-TZVPD).

The geometry in XYZ format:
```
13
Properties=species:S:1:pos:R:3:nbo_charge:R:1
C 0.495 1.118 0.657 -0.6653
C 0.163 -1.189 0.804 -0.0204
O -1.025 -1.033 0.305 -0.4705
C -0.987 -0.408 -0.975 -0.1285
C 0.272 0.530 -0.956 0.1209
N 1.017 0.779 -1.863 -0.2807
H -0.413 1.164 1.267 0.2191
H 1.351 0.837 1.281 0.2324
H 0.708 2.131 0.311 0.2263
H 0.192 -1.396 1.870 0.1785
H 0.998 -1.466 0.161 0.1674
H -1.952 0.085 -1.110 0.2158
H -0.818 -1.153 -1.753 0.2049
```

E_HOMO (alpha / beta) = -8.911 / -7.132 eV
Relative energy (zero: lowest compared OMol25 entry of this formula, charge and spin) = 136.4 kcal per mole
LUMO energy (alpha / beta) = 0.592 / -0.758 eV
Kohn-Sham gap (alpha / beta) = 9.50 / 6.37 eV

---

[9]
Entry from the Open Molecules 2025 dataset: a 2-piece molecular cluster, C4H7NO overall at a distorted geometry (ωB97M-V/def2-TZVPD).

The geometry in XYZ format:
```
13
Properties=species:S:1:pos:R:3:nbo_charge:R:1
O 1.877 -1.402 1.458 -0.9480
C 0.955 0.910 -0.448 -0.3933
C -0.099 0.180 -0.801 -0.1757
C -1.274 -0.083 0.114 -0.5499
C -2.476 0.617 -0.362 0.2859
N -3.412 1.174 -0.752 -0.3168
H 2.793 -1.638 1.273 0.4691
H 1.771 1.093 -1.142 0.2128
H 1.038 1.357 0.541 0.2092
H 1.541 -1.053 0.621 0.4743
H -0.162 -0.252 -1.799 0.2137
H -1.051 0.250 1.134 0.2584
H -1.501 -1.154 0.164 0.2603
```

E_HOMO = -10.858 eV
Relative energy (zero: lowest compared OMol25 entry of this formula, charge and spin) = 37.6 kcal per mole
LUMO energy = 0.709 eV
Kohn-Sham gap = 11.57 eV
SMILES string = C=CCC#N.O

---

[10]
Entry from the Open Molecules 2025 dataset: a 2-piece molecular cluster, C4H7NO overall (ωB97M-V/def2-TZVPD).

The geometry in XYZ format:
```
13
Properties=species:S:1:pos:R:3:nbo_charge:R:1
O -1.134 -1.517 0.560 -0.6804
C -1.729 -0.336 0.864 0.1554
C -1.595 0.812 0.203 -0.5682
C 1.554 0.351 0.152 -0.0527
C 1.892 -0.693 -0.498 -0.0988
N 1.368 0.442 -1.336 -0.6429
H -2.354 -0.442 1.747 0.1772
H -2.132 1.693 0.537 0.2119
H -0.961 0.895 -0.680 0.2207
H 1.301 0.942 1.016 0.2442
H -0.559 -1.370 -0.206 0.4799
H 2.175 -1.723 -0.638 0.2348
H 2.175 0.947 -1.721 0.3189
```

E_HOMO = -8.789 eV
Relative energy (zero: lowest compared OMol25 entry of this formula, charge and spin) = 119.0 kcal per mole
LUMO energy = 1.037 eV
Kohn-Sham gap = 9.83 eV
SMILES string = C1=CN1.C=CO

---

[11]
Entry from the Open Molecules 2025 dataset: C4H7NO as an isolated structure (ωB97M-V/def2-TZVPD).

The geometry in XYZ format:
```
13
Properties=species:S:1:pos:R:3:nbo_charge:R:1
C 1.228 -0.515 0.695 -0.7975
C 0.700 0.911 -0.369 0.6351
O 0.968 2.016 -0.072 -0.4888
C -0.547 0.160 -1.010 -0.2047
C -0.757 -0.505 0.307 -0.2012
N -1.737 0.704 -1.338 -0.6413
H 1.700 -1.211 -0.002 0.2314
H 0.852 -1.113 1.547 0.2455
H 1.995 0.113 1.165 0.2574
H -0.151 -0.543 -1.752 0.2124
H -1.131 0.136 1.104 0.2128
H -1.126 -1.532 0.338 0.2256
H -1.995 1.380 -0.613 0.3134
```

E_HOMO (alpha / beta) = -8.410 / -8.426 eV
Relative energy (zero: lowest compared OMol25 entry of this formula, charge and spin) = 146.1 kcal per mole
LUMO energy (alpha / beta) = -0.329 / -0.330 eV
Kohn-Sham gap (alpha / beta) = 8.08 / 8.10 eV

---

[12]
Entry from the Open Molecules 2025 dataset: one molecule with the formula C4H7NO (ωB97M-V/def2-TZVPD).

The geometry in XYZ format:
```
13
Properties=species:S:1:pos:R:3:nbo_charge:R:1
C 1.556 0.233 0.183 -0.6266
C 0.175 0.464 -0.473 -0.1094
C -0.695 -0.766 -0.811 -0.0965
O -1.417 -1.000 0.417 -0.4982
C -1.372 0.199 1.048 0.3697
N -0.641 1.119 0.576 -0.4729
H 2.370 0.560 -0.465 0.2139
H 1.710 -0.812 0.476 0.2098
H 1.581 0.840 1.096 0.2335
H 0.275 1.109 -1.353 0.2053
H -0.173 -1.687 -1.074 0.1990
H -1.430 -0.519 -1.594 0.1834
H -1.939 0.259 1.974 0.1892
```

E_HOMO = -9.641 eV
Relative energy (zero: lowest compared OMol25 entry of this formula, charge and spin) = 28.6 kcal per mole
LUMO energy = 1.031 eV
Kohn-Sham gap = 10.67 eV
SMILES string = C[C@H]1COC=N1

---

[13]
Entry from the Open Molecules 2025 dataset: one molecule with the formula C4H7NO at a distorted geometry (ωB97M-V/def2-TZVPD).

The geometry in XYZ format:
```
13
Properties=species:S:1:pos:R:3:nbo_charge:R:1
C 0.561 0.695 1.063 -0.6644
C -0.668 0.888 -0.914 -0.0187
O 0.150 0.050 -1.475 -0.4696
C 0.180 -1.198 -0.784 -0.1294
C -0.136 -0.853 0.715 0.1201
N -0.801 -1.475 1.497 -0.2852
H 1.433 0.933 0.444 0.2182
H -0.018 1.606 1.249 0.2328
H 0.920 0.376 2.042 0.2269
H -0.549 1.924 -1.219 0.1790
H -1.608 0.537 -0.493 0.1695
H 1.158 -1.642 -0.984 0.2153
H -0.622 -1.843 -1.141 0.2054
```

E_HOMO (alpha / beta) = -8.879 / -7.116 eV
Relative energy (zero: lowest compared OMol25 entry of this formula, charge and spin) = 137.1 kcal per mole
LUMO energy (alpha / beta) = 0.595 / -0.761 eV
Kohn-Sham gap (alpha / beta) = 9.47 / 6.36 eV

---

[14]
Entry from the Open Molecules 2025 dataset: one molecule with the formula C4H7NO at a distorted geometry (ωB97M-V/def2-TZVPD).

The geometry in XYZ format:
```
13
Properties=species:S:1:pos:R:3:nbo_charge:R:1
C 0.597 1.210 1.261 -0.6224
C 0.869 0.420 -0.004 -0.0743
O 0.212 -0.836 0.157 -0.5203
C -0.437 -1.359 -0.961 -0.1551
C -1.361 -0.383 -1.587 0.2415
N -2.035 0.428 -2.061 -0.3088
H 0.881 0.614 2.133 0.2159
H 1.154 2.151 1.276 0.2132
H -0.473 1.430 1.331 0.2160
H 1.943 0.256 -0.164 0.1745
H 0.476 0.955 -0.878 0.1819
H -1.018 -2.216 -0.607 0.2331
H 0.256 -1.716 -1.738 0.2047
```

E_HOMO = -10.683 eV
Relative energy (zero: lowest compared OMol25 entry of this formula, charge and spin) = 36.9 kcal per mole
LUMO energy = 0.867 eV
Kohn-Sham gap = 11.55 eV
SMILES string = CCOCC#N

---

[15]
Entry from the Open Molecules 2025 dataset: one molecule with the formula C4H7NO (ωB97M-V/def2-TZVPD).

The geometry in XYZ format:
```
13
Properties=species:S:1:pos:R:3:nbo_charge:R:1
C -0.548 0.346 -1.088 -0.1554
O -1.145 -0.628 -0.258 -0.4977
C -0.821 -0.583 1.066 0.1386
C -0.075 0.324 1.690 -0.5318
N 1.662 -0.776 -0.896 -0.5759
C 0.969 0.260 -1.112 0.0966
H -0.876 1.358 -0.813 0.1889
H -0.924 0.135 -2.095 0.2188
H 0.359 1.186 1.194 0.2013
H -1.251 -1.441 1.574 0.1938
H 0.166 0.184 2.736 0.2211
H 1.042 -1.560 -0.665 0.3321
H 1.495 1.193 -1.342 0.1694
```

E_HOMO = -9.277 eV
Relative energy (zero: lowest compared OMol25 entry of this formula, charge and spin) = 52.9 kcal per mole
LUMO energy = 1.009 eV
Kohn-Sham gap = 10.29 eV
SMILES string = [H]/N=C\COC=C

---

[16]
Entry from the Open Molecules 2025 dataset: one molecule with the formula C4H7NO at a distorted geometry (ωB97M-V/def2-TZVPD).

The geometry in XYZ format:
```
13
Properties=species:S:1:pos:R:3:nbo_charge:R:1
C -1.945 -0.579 -0.043 -0.6225
C -0.547 -0.210 -0.497 -0.0728
O 0.200 0.217 0.636 -0.5124
C 1.391 0.863 0.299 -0.1591
C 2.309 0.013 -0.498 0.2417
N 3.002 -0.653 -1.141 -0.3069
H -2.506 0.310 0.259 0.2115
H -2.483 -1.070 -0.860 0.2166
H -1.902 -1.267 0.806 0.2201
H -0.585 0.600 -1.242 0.1643
H -0.044 -1.068 -0.966 0.1800
H 1.893 1.139 1.230 0.2343
H 1.204 1.782 -0.278 0.2049
```

E_HOMO = -10.798 eV
Relative energy (zero: lowest compared OMol25 entry of this formula, charge and spin) = 34.9 kcal per mole
LUMO energy = 0.872 eV
Kohn-Sham gap = 11.67 eV
SMILES string = CCOCC#N

---

[17]
Entry from the Open Molecules 2025 dataset: one molecule with the formula C4H7NO (ωB97M-V/def2-TZVPD).

The geometry in XYZ format:
```
13
Properties=species:S:1:pos:R:3:nbo_charge:R:1
C -0.594 1.162 0.826 -0.6132
C -0.025 -0.016 0.040 -0.0374
C -0.641 -1.337 -0.366 -0.2457
N -0.648 -0.189 -1.260 -0.5799
C 1.497 -0.019 0.132 0.4364
O 2.191 0.533 -0.683 -0.5107
H -0.027 2.060 0.517 0.2230
H -1.626 1.349 0.523 0.2377
H -0.519 1.122 1.918 0.2146
H 0.051 -2.143 -0.642 0.1915
H -1.601 -1.734 -0.031 0.2039
H 0.025 -0.268 -2.014 0.3637
H 1.915 -0.520 1.040 0.1161
```

E_HOMO = -9.789 eV
Relative energy (zero: lowest compared OMol25 entry of this formula, charge and spin) = 52.4 kcal per mole
LUMO energy = 0.961 eV
Kohn-Sham gap = 10.75 eV
SMILES string = C[C@@]1(C=O)CN1

---

[18]
Entry from the Open Molecules 2025 dataset: one molecule with the formula C4H7NO (ωB97M-V/def2-TZVPD).

The geometry in XYZ format:
```
13
Properties=species:S:1:pos:R:3:nbo_charge:R:1
C -1.069 -0.370 1.236 -0.7216
C -0.805 -0.964 -0.132 0.0662
N -0.748 0.066 -1.133 -0.6373
C 0.677 -0.098 -0.838 -0.3264
C 1.333 1.069 -0.158 0.4210
O 2.515 1.286 -0.270 -0.5017
H -1.000 0.720 1.329 0.1967
H -0.481 -0.865 2.016 0.2276
H -2.116 -0.644 1.429 0.2530
H 0.678 -1.105 -0.184 0.2721
H -0.914 -0.348 -2.048 0.3680
H 1.263 -0.472 -1.680 0.2554
H 0.667 1.723 0.434 0.1271
```

E_HOMO = -8.609 eV
Relative energy (zero: lowest compared OMol25 entry of this formula, charge and spin) = 117.2 kcal per mole
LUMO energy = 0.501 eV
Kohn-Sham gap = 9.11 eV